Entry 1:
{"formula": "C55H125N5O15", "method": "the ωB97M-V functional and the def2-TZVPD basis", "species": ["O", "O", "O", "O", "O", "O", "O", "O", "O", "O", "O", "O", "O", "O", "O", "N", "N", "N", "N", "N", "C", "C", "C", "C", "C", "C", "C", "C", "C", "C", "C", "C", "C", "C", "C", "C", "C", "C", "C", "C", "C", "C", "C", "C", "C", "C", "C", "C", "C", "C", "C", "C", "C", "C", "C", "C", "C", "C", "C", "C", "C", "C", "C", "C", "C", "C", "C", "C", "C", "C", "C", "C", "C", "C", "C", "H", "H", "H", "H", "H", "H", "H", "H", "H", "H", "H", "H", "H", "H", "H", "H", "H", "H", "H", "H", "H", "H", "H", "H", "H", "H", "H", "H", "H", "H", "H", "H", "H", "H", "H", "H", "H", "H", "H", "H", "H", "H", "H", "H", "H", "H", "H", "H", "H", "H", "H", "H", "H", "H", "H", "H", "H", "H", "H", "H", "H", "H", "H", "H", "H", "H", "H", "H", "H", "H", "H", "H", "H", "H", "H", "H", "H", "H", "H", "H", "H", "H", "H", "H", "H", "H", "H", "H", "H", "H", "H", "H", "H", "H", "H", "H", "H", "H", "H", "H", "H", "H", "H", "H", "H", "H", "H", "H", "H", "H", "H", "H", "H", "H", "H", "H", "H", "H", "H", "H", "H", "H", "H", "H", "H"], "coordinates": [[-0.90, 5.84, -1.27], [-0.71, -2.37, 6.83], [-3.17, 1.79, -2.29], [-1.15, -0.20, -6.59], [0.41, 2.58, 6.12], [3.06, 1.14, -8.35], [-2.10, -2.35, -1.79], [6.23, -2.63, -1.23], [-0.93, 3.12, -1.42], [-5.35, 2.21, 2.48], [-2.98, 5.06, -3.39], [-1.13, 0.43, 7.14], [-2.39, -0.15, -0.30], [-3.91, -1.17, -5.80], [-1.11, -4.93, -0.71], [-0.26, 2.23, -0.63], [-6.03, 3.23, 3.11], [5.55, -3.65, -0.55], [-0.50, -3.22, 5.76], [3.87, 0.72, -7.29], [-3.06, 6.19, -2.46], [-2.09, -1.95, 4.29], [2.51, 1.79, -5.69], [-1.41, -1.05, -5.45], [2.05, 2.13, -1.79], [6.94, -3.32, 1.50], [5.23, -0.98, -5.29], [5.72, -5.49, 1.01], [-6.57, 4.18, 2.19], [-2.69, -1.87, -5.64], [0.80, -2.99, 5.08], [-1.74, -3.34, 4.96], [4.28, -1.62, -8.17], [-6.57, 5.92, 4.10], [7.62, -5.04, -0.36], [-5.99, 4.84, 4.97], [5.72, 0.31, -8.92], [-0.85, 2.15, 5.51], [-5.29, 2.49, 5.40], [2.17, -0.62, -5.96], [-1.52, -4.38, 3.88], [-5.36, 3.63, 4.34], [6.43, -4.31, 0.39], [-3.82, 4.13, 4.12], [3.86, -2.11, 0.37], [0.96, -3.93, 3.87], [4.09, -3.41, -0.38], [1.94, -3.35, 6.05], [1.12, 0.24, -0.48], [3.52, -3.39, -1.81], [0.83, 1.42, -1.33], [-3.73, 0.19, -0.59], [4.89, -0.31, -7.72], [1.48, 0.54, 0.96], [-0.84, -2.94, -2.04], [-7.68, 3.42, 1.40], [4.35, -5.11, 1.56], [0.98, 3.54, 1.20], [0.30, 1.25, 1.57], [-3.89, 0.56, -2.08], [3.48, -4.56, 0.40], [1.07, -1.54, 4.67], [-2.86, -3.82, 5.85], [-0.32, -4.16, 3.03], [0.20, 0.86, -2.64], [-2.31, 5.96, -1.08], [-1.40, 3.00, 1.44], [-7.34, 5.27, 2.96], [5.90, -0.61, -6.64], [-0.13, 2.52, 0.81], [-5.51, 4.79, 1.28], [4.28, 0.14, -4.87], [3.23, 0.52, -5.99], [-1.70, 1.57, 6.60], [-0.45, -3.70, -0.74], [2.10, -1.20, 4.76], [0.90, 4.45, 0.60], [0.43, 1.39, 2.64], [4.34, -4.43, 2.41], [-1.86, 2.29, 7.39], [-3.21, 3.37, 3.62], [3.29, -5.40, -0.28], [4.88, -2.27, -8.81], [-1.14, 3.34, 2.45], [-2.54, 7.01, -2.97], [2.18, 1.90, -4.66], [-2.25, 2.33, 1.51], [-2.41, -4.49, 3.25], [2.78, 1.53, -2.33], [1.61, -0.57, -6.89], [1.43, -0.47, -5.17], [-7.27, 6.59, 4.59], [-3.81, -0.64, -6.59], [-0.19, -5.03, 2.38], [6.22, -2.97, 2.24], [1.94, -2.70, 6.92], [1.93, -0.26, -1.02], [8.26, -4.21, -0.65], [-8.38, 2.84, 2.00], [-1.68, 3.98, 1.07], [-8.14, 4.79, 3.52], [5.09, 0.56, -9.78], [-6.71, 4.63, 5.76], [-3.10, -3.00, 6.53], [-2.05, -4.74, -0.65], [-0.74, 0.37, -2.41], [-0.80, -3.23, 0.18], [-4.90, 5.50, 1.83], [-1.52, -0.59, -4.47], [-5.94, 5.33, 0.44], [-1.40, -5.40, 4.24], [-5.19, 5.40, 5.46], [-0.67, 1.49, 4.66], [-4.80, 2.73, 6.34], [-3.70, 4.98, 3.45], [-4.09, 6.53, -2.35], [7.72, -3.77, 2.12], [6.25, -5.82, 1.90], [0.54, -0.82, 5.29], [-3.42, -0.19, -2.71], [1.27, -4.92, 4.22], [-3.88, 1.04, 0.08], [3.31, 2.52, -5.86], [2.80, -1.86, 0.43], [-2.17, 4.99, -3.89], [0.00, 1.60, -3.42], [-1.95, -1.52, -1.32], [4.24, -1.19, -0.09], [-6.32, 2.29, 5.70], [2.42, 1.08, 0.92], [0.62, -3.82, -0.63], [1.60, 2.93, -2.38], [3.78, -5.95, 1.95], [-3.78, 2.48, -2.01], [-0.58, 0.62, 1.66], [6.47, -1.49, -6.93], [-7.40, 2.77, 0.57], [2.46, 0.40, -8.45], [6.53, 0.27, -6.51], [-2.59, 6.82, -0.46], [-1.35, -1.38, 3.73], [-0.82, -3.67, -2.85], [6.26, 1.14, -8.47], [0.65, -1.35, 3.68], [0.79, 1.73, 6.34], [8.17, -5.68, 0.33], [-0.59, -1.77, -5.39], [4.18, -2.16, 1.41], [-4.81, 1.62, 4.95], [2.91, -3.20, 5.57], [1.68, 2.11, -6.33], [4.75, -1.96, -5.38], [-4.93, 0.47, -2.42], [-0.41, -3.30, 2.37], [-2.48, -1.18, 4.96], [-1.19, 3.08, 5.04], [-8.43, 4.09, 0.96], [3.60, -2.38, -2.21], [-4.86, 3.99, 0.91], [-2.75, -4.75, 6.41], [-5.74, 6.49, 3.68], [-1.96, 0.13, -6.98], [3.41, -1.47, -8.80], [2.44, -3.48, -1.89], [-1.35, 0.26, 8.06], [-0.71, 4.96, -1.60], [2.58, -4.31, 0.96], [-2.67, 5.01, -0.70], [-2.78, -2.45, -4.72], [-3.24, 4.37, 5.00], [-7.79, 5.91, 2.21], [3.90, -4.16, -2.48], [1.97, 3.19, 0.92], [5.61, -6.33, 0.33], [6.32, -3.05, -2.09], [-6.00, 1.55, 2.20], [1.80, -3.68, 3.24], [-1.68, 2.59, -1.72], [2.62, 2.66, -1.02], [-2.83, -2.20, 3.53], [5.96, -1.17, -4.50], [-1.86, 0.65, -0.23], [7.44, -2.49, 1.01], [4.10, -2.35, -7.38], [-0.88, -1.51, 6.43], [7.25, -5.62, -1.20], [-4.48, -0.55, -0.31], [-3.77, -3.94, 5.27], [1.78, -4.38, 6.37], [6.41, -0.39, -9.39], [-2.50, -2.60, -6.44], [-0.08, -2.17, -2.19], [0.29, -0.47, -0.50], [4.81, 1.00, -4.47], [-2.63, 1.33, 6.09], [2.63, -1.61, -5.91], [0.81, 0.04, -3.03], [3.72, -0.38, -4.09], [1.58, -0.25, 1.71], [1.03, 3.91, 2.22]], "multiplicity": 1, "e_lumo_ha": 0.011, "total_energy_ev": -97213.9204, "gap_ev": 8.46, "relative_energy_kcal_mol": 33.7, "homo_energy_ev": -8.17, "molar_mass_g_mol": 1096.62}

Entry 2:
{"formula": "C55H128F3N7O5", "method": "the ωB97M-V functional and the def2-TZVPD basis", "species": ["F", "F", "F", "O", "O", "O", "O", "O", "N", "N", "N", "N", "N", "N", "N", "C", "C", "C", "C", "C", "C", "C", "C", "C", "C", "C", "C", "C", "C", "C", "C", "C", "C", "C", "C", "C", "C", "C", "C", "C", "C", "C", "C", "C", "C", "C", "C", "C", "C", "C", "C", "C", "C", "C", "C", "C", "C", "C", "C", "C", "C", "C", "C", "C", "C", "C", "C", "C", "C", "C", "H", "H", "H", "H", "H", "H", "H", "H", "H", "H", "H", "H", "H", "H", "H", "H", "H", "H", "H", "H", "H", "H", "H", "H", "H", "H", "H", "H", "H", "H", "H", "H", "H", "H", "H", "H", "H", "H", "H", "H", "H", "H", "H", "H", "H", "H", "H", "H", "H", "H", "H", "H", "H", "H", "H", "H", "H", "H", "H", "H", "H", "H", "H", "H", "H", "H", "H", "H", "H", "H", "H", "H", "H", "H", "H", "H", "H", "H", "H", "H", "H", "H", "H", "H", "H", "H", "H", "H", "H", "H", "H", "H", "H", "H", "H", "H", "H", "H", "H", "H", "H", "H", "H", "H", "H", "H", "H", "H", "H", "H", "H", "H", "H", "H", "H", "H", "H", "H", "H", "H", "H", "H", "H", "H", "H", "H", "H", "H"], "coordinates": [[-14.00, -1.94, -14.77], [-13.70, -4.01, -14.29], [-11.97, -2.72, -14.58], [-14.01, -2.96, -11.82], [-12.37, -1.49, -12.31], [-7.47, -0.44, -7.68], [-10.86, 1.76, -9.44], [-12.83, 6.36, -8.18], [-3.50, 2.05, -12.14], [-11.16, 6.82, -12.71], [-3.24, 1.61, -6.23], [-6.70, 7.17, -7.38], [-10.05, 2.70, -3.37], [-9.80, 1.54, -15.25], [-17.06, 1.87, -4.74], [-4.67, 1.37, -6.24], [-2.82, 1.57, -13.33], [-7.83, 2.41, -16.45], [-13.46, -0.50, -10.31], [-12.21, 6.42, -11.80], [-9.63, 8.22, -11.36], [-8.63, 6.15, -6.25], [-13.25, 7.06, -7.28], [-6.13, 9.45, -6.62], [-13.00, 6.69, -5.83], [-11.36, 3.39, -7.80], [-11.19, 6.13, -13.99], [-4.75, 5.84, -8.14], [-3.18, 3.25, -4.27], [-8.89, 2.70, -15.42], [-13.24, -2.44, -12.58], [-15.63, 1.98, -4.96], [-11.08, 3.74, -3.26], [-8.16, 7.15, -7.31], [-12.04, 5.05, -11.16], [-17.80, 3.10, -4.60], [-8.23, 4.28, -2.70], [-5.71, 2.21, -11.01], [-9.83, 6.90, -12.09], [-4.92, 1.68, -12.20], [-8.78, 3.34, -3.77], [-14.05, 8.28, -7.57], [-2.56, 0.55, -5.51], [-17.65, 3.82, -3.24], [-2.89, 2.93, -5.76], [-10.77, -0.35, -16.50], [-8.55, -0.66, -9.78], [-3.84, 4.44, -13.02], [-13.21, -2.79, -14.09], [-2.59, -0.78, -6.23], [-2.74, 0.05, -13.38], [-10.43, 1.79, -4.45], [-3.30, 3.47, -11.97], [-12.37, 6.58, -14.88], [-6.22, 8.48, -7.79], [-10.71, 1.70, -14.13], [-6.24, 6.11, -8.28], [-17.51, 0.78, -3.91], [-10.50, 2.76, -8.85], [-15.31, 2.48, -6.35], [-17.18, -0.59, -4.49], [-6.04, -1.08, -9.48], [-12.27, 3.28, -2.44], [-5.51, 2.41, -6.96], [-7.36, -0.74, -8.85], [-10.52, 1.15, -16.43], [-10.04, 1.63, -12.76], [-9.74, 0.44, -4.42], [-12.21, -1.07, -10.95], [-9.23, 3.49, -9.21], [-8.51, 3.90, -1.71], [-13.17, 6.51, -12.31], [-10.77, 3.94, -7.07], [-10.06, 1.53, -17.35], [-13.74, 7.14, -5.18], [-11.25, 2.66, -14.19], [-8.59, 5.30, -2.78], [-11.41, -0.33, -10.96], [-8.81, -1.67, -10.11], [-10.24, 6.25, -14.52], [-12.91, 4.15, -2.22], [-6.99, 3.11, -16.29], [-14.24, 2.49, -6.55], [-4.51, 4.86, -8.57], [-11.95, 2.86, -1.49], [-4.96, 0.59, -12.13], [-16.58, 4.03, -3.13], [-5.23, 8.44, -8.25], [-12.21, 7.15, -10.99], [-8.27, -0.10, -10.67], [-6.62, 6.27, -9.30], [-8.04, 2.54, -3.84], [-15.18, 2.65, -4.20], [-17.75, -0.72, -5.42], [-4.46, 5.73, -7.09], [-11.46, 0.91, -14.21], [-11.78, -1.88, -10.35], [-3.24, 1.95, -14.27], [-8.14, 2.51, -17.49], [-6.57, 2.15, -6.91], [-3.62, 5.47, -12.75], [-3.59, -1.23, -6.23], [-11.15, 4.99, -10.55], [-3.68, 3.80, -10.99], [-5.67, 10.39, -6.95], [-11.98, 4.16, -8.28], [-5.27, 1.90, -10.06], [-12.06, 2.66, -7.41], [-12.87, 4.76, -10.51], [-9.96, 9.08, -11.93], [-13.82, 9.15, -6.95], [-5.50, 9.02, -5.84], [-10.27, 2.30, -5.41], [-5.21, -0.69, -8.88], [-8.94, 3.85, -4.73], [-13.29, 6.06, -14.62], [-17.58, -1.39, -3.86], [-12.03, 4.25, -11.91], [-8.67, 0.53, -4.27], [-6.86, 8.91, -8.58], [-1.81, 3.05, -5.87], [-9.62, 6.01, -11.49], [-11.43, 3.99, -4.29], [-7.09, 9.69, -6.17], [-15.82, 1.87, -7.11], [-3.04, 0.40, -4.53], [-15.17, 1.00, -4.87], [-15.65, 3.50, -6.57], [-2.74, 2.48, -3.64], [-18.86, 2.87, -4.78], [-5.20, 2.52, -8.00], [-9.36, -0.20, -9.23], [-10.23, 8.24, -10.44], [-1.95, -1.50, -5.73], [-8.46, 5.12, -6.59], [-18.13, 4.79, -3.33], [-3.41, 4.23, -14.01], [-12.17, 6.21, -15.89], [-8.60, 6.92, -8.29], [-13.22, 0.33, -9.65], [-5.38, 2.05, -13.13], [-8.46, 2.80, -14.43], [-1.81, -0.27, -13.88], [-9.85, -0.91, -16.65], [-11.33, 5.04, -13.86], [-17.16, 0.90, -2.88], [-10.81, 1.60, -11.98], [-11.99, 7.01, -5.55], [-5.45, 3.39, -6.47], [-14.17, -0.12, -11.04], [-4.91, 0.42, -6.72], [-11.22, -0.65, -15.55], [-4.25, 3.22, -4.04], [-3.33, 3.70, -6.39], [-6.72, 1.79, -11.01], [-9.49, 2.55, -12.59], [-17.43, 3.80, -5.34], [-8.49, 3.30, -8.43], [-14.13, 8.54, -8.62], [-2.23, 3.67, -11.80], [-9.54, 3.55, -15.69], [-12.47, 7.66, -14.88], [-16.14, -0.80, -4.72], [-9.45, 4.55, -9.31], [-12.91, 2.57, -2.97], [-4.90, 4.31, -13.25], [-8.59, 8.36, -11.07], [-17.96, 3.28, -2.35], [-2.78, 4.24, -4.05], [-6.01, -0.66, -10.48], [-5.04, 1.26, -5.20], [-2.19, -0.71, -7.24], [-7.14, 4.31, -2.70], [-10.68, 4.69, -2.92], [-10.18, -0.20, -3.65], [-9.34, 0.80, -12.67], [-5.81, 3.29, -10.99], [-3.55, -0.41, -13.95], [-13.03, 5.61, -5.75], [-18.60, 0.78, -3.88], [-7.41, 1.43, -16.24], [-8.52, 8.15, -7.03], [-4.12, 6.57, -8.65], [-1.79, 1.95, -13.30], [-2.65, -0.34, -12.37], [-9.09, 6.94, -12.90], [-8.16, 6.37, -5.30], [-9.71, 6.24, -6.08], [-9.84, -0.04, -5.40], [-8.85, 3.11, -10.16], [-6.70, 5.17, -7.95], [-5.83, -2.15, -9.46], [-11.51, 1.60, -4.39], [-15.09, 8.12, -7.22], [-11.46, -0.59, -17.32], [-11.52, 1.65, -16.49], [-13.98, -1.28, -9.74], [-1.52, 0.83, -5.32]], "multiplicity": 1, "e_lumo_ha": 0.013, "total_energy_ev": -87930.0145, "gap_ev": 8.41, "homo_energy_ev": -8.05, "molar_mass_g_mol": 1024.67}